C15H18N4O | ωB97M-V/def2-TZVPD

Properties
DFT total energy: -876.1847 Ha
LUMO: 0.684 eV
Molecular weight: 270.34 g/mol

Each line ends with the Löwdin charge.
Cartesian coordinates (Å):
C  1.090  3.119  0.229  -0.006
C  2.327  2.265  0.699  -0.257
O  1.946  1.008  0.627  -0.169
C  2.837  -0.031  1.047  -0.094
C  3.713  -0.627  -0.232  -0.110
H  4.546  -0.973  0.376  0.132
H  3.875  0.298  -0.507  0.046
C  2.967  -1.462  -1.097  -0.188
N  1.579  -1.071  -1.384  0.136
C  0.628  -1.688  -0.609  -0.416
N  0.687  -2.636  -0.011  0.181
C  -0.400  -3.305  0.467  -0.366
N  -1.491  -3.114  0.584  0.180
C  -1.677  -1.636  0.189  0.047
C  -0.680  -1.043  -0.645  -0.074
N  -1.221  0.151  -0.827  0.136
C  -2.422  0.140  -0.508  -0.272
C  -3.384  1.297  -0.674  -0.103
C  -4.524  1.312  -0.329  -0.147
C  -5.057  0.093  0.521  0.007
C  -4.197  -1.004  0.513  -0.091
C  -2.971  -0.780  0.276  -0.148
H  -4.454  -1.784  1.176  0.114
H  -6.104  0.024  0.942  0.104
H  -5.344  2.175  -0.644  0.162
H  -2.959  2.272  -1.281  0.161
H  -0.594  0.733  -1.371  0.182
H  -0.065  -4.210  0.978  0.117
H  1.443  -0.153  -1.402  0.056
H  3.585  -1.645  -1.835  0.076
H  2.933  -2.336  -0.518  0.110
H  3.349  0.420  1.752  0.064
H  2.275  -0.822  1.497  0.115
H  3.070  2.313  0.097  0.067
H  2.347  2.495  1.749  0.129
H  0.156  3.080  0.699  0.072
H  1.287  4.180  0.109  0.089
H  0.907  2.946  -0.653  -0.040

C17H31N3O7P | ωB97M-V/def2-TZVPD

Properties
DFT total energy: -1698.5519 Ha
Total charge: +1
LUMO: -2.311 eV
Molecular weight: 420.42 g/mol

Each line ends with the Löwdin charge.
Cartesian coordinates (Å):
O  5.905  2.807  -2.993  0.053
O  2.566  0.273  1.071  0.026
O  -6.736  -1.750  -0.037  -0.262
O  -2.099  -2.490  -1.552  0.031
O  -4.048  -0.267  -0.438  -0.052
O  -6.595  -0.491  2.037  -0.093
O  -5.948  -2.986  1.900  -0.090
C  4.797  2.419  -2.666  -0.552
C  3.431  0.942  0.518  -0.429
C  -0.651  -0.664  -2.130  -0.028
C  0.228  -2.661  -1.032  -0.009
C  0.645  -0.111  -2.156  -0.018
C  1.522  -2.107  -1.066  -0.011
C  -0.857  -1.944  -1.574  -0.352
C  1.735  -0.831  -1.626  -0.214
N  4.331  1.528  1.325  0.040
N  4.664  1.619  -1.610  0.085
C  3.578  2.863  -3.451  0.014
C  5.413  2.477  1.047  -0.058
C  3.147  -0.275  -1.740  -0.087
C  -1.746  0.427  3.299  0.002
C  -1.622  0.637  0.916  0.013
C  -1.382  -1.517  1.928  0.022
C  -3.588  -0.401  1.987  -0.109
C  -4.156  -1.114  0.745  -0.320
C  3.429  1.070  -1.034  -0.184
N  -2.104  -0.226  2.020  -0.358
P  -5.898  -1.599  1.158  0.429
H  -2.591  -2.262  -2.344  0.117
H  -4.693  -0.539  -1.131  0.118
H  -7.524  -0.616  1.794  0.103
H  -6.816  -3.317  1.626  0.102
H  -1.481  -0.118  -2.553  0.115
H  0.066  -3.649  -0.626  0.117
H  0.810  0.852  -2.619  0.109
H  2.359  -2.672  -0.677  0.117
H  4.193  1.297  2.298  0.141
H  5.533  1.363  -1.168  0.132
H  2.942  3.480  -2.820  0.084
H  3.032  1.993  -3.810  0.071
H  3.912  3.449  -4.307  0.093
H  6.249  1.977  0.555  0.080
H  5.056  3.295  0.417  0.092
H  5.779  2.902  1.983  0.093
H  3.856  -1.013  -1.364  0.127
H  3.349  -0.163  -2.806  0.123
H  -0.664  0.592  3.360  0.122
H  -2.043  -0.193  4.153  0.119
H  -2.244  1.399  3.394  0.121
H  -2.119  1.613  0.933  0.127
H  -0.539  0.797  0.986  0.118
H  -1.830  0.172  -0.053  0.080
H  -1.595  -2.015  0.974  0.086
H  -1.673  -2.193  2.739  0.126
H  -0.297  -1.361  1.984  0.125
H  -3.892  -0.972  2.874  0.145
H  -4.079  0.578  2.059  0.151
H  -3.630  -2.054  0.568  0.117
H  2.613  1.750  -1.267  0.137

C9H21F2NO2P | ωB97M-V/def2-TZVPD

Properties
DFT total energy: -1101.5961 Ha
Total charge: +1
LUMO: -2.736 eV
Molecular weight: 244.24 g/mol

Each line ends with the Löwdin charge.
Cartesian coordinates (Å):
C  -3.691  -0.664  -1.690  -0.085
C  -0.668  0.715  2.886  -0.117
C  -2.666  -1.441  -0.863  -0.260
C  -1.298  -1.551  -1.566  -0.089
C  3.694  1.148  -0.668  -0.195
C  2.743  -0.052  -0.907  -0.194
C  -0.772  1.569  1.635  -0.247
C  2.919  2.152  0.188  -0.280
C  -0.411  -2.566  -0.846  -0.608
N  2.188  -0.487  0.421  -0.051
O  -0.334  -2.365  0.494  0.070
O  0.467  1.596  0.877  -0.384
F  0.843  -2.554  -1.352  0.090
F  -0.816  -3.907  -1.058  0.072
P  1.894  1.151  1.404  1.028
H  -4.524  -0.477  -1.073  0.063
H  -3.365  0.213  -2.071  0.026
H  -3.834  -1.407  -2.595  0.131
H  -1.516  0.877  3.424  0.043
H  -0.515  -0.364  2.606  0.090
H  0.080  1.113  3.616  0.082
H  -3.057  -2.503  -0.828  0.137
H  -2.633  -1.000  0.107  0.081
H  -0.899  -0.489  -1.829  0.161
H  -1.530  -1.988  -2.522  0.118
H  4.595  0.796  -0.109  0.134
H  3.919  1.456  -1.626  0.093
H  3.227  -0.914  -1.288  0.113
H  1.941  0.063  -1.589  0.111
H  -0.901  2.622  1.922  0.128
H  -1.642  1.144  1.053  0.130
H  3.627  2.860  0.616  0.086
H  2.103  2.738  -0.363  0.117
H  3.110  -0.907  0.861  0.193
H  1.448  -1.129  0.475  0.054
H  -0.271  -3.120  1.113  0.158

C3H4N2O3 | ωB97M-V/def2-TZVPD

Properties
DFT total energy: -451.7456 Ha
LUMO: -0.533 eV
Molecular weight: 116.08 g/mol

Each line ends with the Löwdin charge.
Cartesian coordinates (Å):
C  -0.510  -0.817  -0.018  -0.454
C  -0.690  -0.544  1.317  -0.062
C  0.343  1.168  0.596  -0.437
H  -0.219  -2.970  -0.326  0.327
H  -1.066  -1.207  2.139  0.143
H  1.792  2.278  -0.395  0.109
H  -0.381  0.545  -2.429  0.213
N  1.343  1.966  0.571  0.135
N  -0.116  0.408  -0.590  -0.038
O  -0.770  -1.880  -0.653  0.027
O  -0.289  0.699  1.671  0.064
O  0.563  0.354  -1.884  -0.027

C5H8NO2 | ωB97M-V/def2-TZVPD

Properties
DFT total energy: -400.4035 Ha
Multiplicity: 2
LUMO (spin up / spin down): 0.899 / -3.269 eV
Molecular weight: 114.12 g/mol

Each line ends with the Mulliken spin population.
Cartesian coordinates (Å):
O  -1.973  -1.220  1.326  0.805
C  -1.105  -0.424  1.841  -0.037
O  -0.572  -0.356  2.948  0.074
C  -0.668  0.775  0.951  0.147
C  -0.511  0.719  -0.580  -0.004
C  0.664  -0.023  -1.118  -0.001
C  1.292  0.382  -2.249  0.001
N  2.565  -0.094  -2.683  0.000
H  -1.429  1.517  1.212  -0.006
H  0.206  1.072  1.439  0.006
H  -1.543  0.631  -1.195  0.003
H  -0.449  1.866  -0.847  0.011
H  0.638  -0.969  -0.662  0.000
H  0.977  1.110  -3.026  0.000
H  2.752  -1.026  -2.445  0.000
H  3.225  0.492  -2.951  0.000

C22H26N4O4S | ωB97M-V/def2-TZVPD

Properties
DFT total energy: -1772.1021 Ha
SMILES string: COc1ccc(NC(=O)c2c(C)nn(Cc3ccccc3)c2C)cc1S(=O)(=O)N(C)C
LUMO: 0.437 eV
Molecular weight: 442.54 g/mol

Each line ends with the Löwdin charge.
Cartesian coordinates (Å):
C  -4.292  -0.473  -2.305  -0.063
O  -3.447  -0.251  -1.199  -0.089
C  -2.302  0.438  -1.385  -0.264
C  -1.889  1.025  -2.581  0.001
C  -0.712  1.748  -2.636  0.000
C  0.101  1.911  -1.514  -0.240
N  1.238  2.704  -1.613  0.134
C  2.326  2.811  -0.766  -0.417
O  2.996  3.824  -0.798  0.083
C  2.641  1.645  0.057  -0.080
C  3.064  1.650  1.411  -0.284
C  3.144  2.819  2.322  -0.016
N  3.346  0.424  1.796  0.142
N  3.146  -0.371  0.742  -0.104
C  3.458  -1.772  0.847  -0.078
C  2.353  -2.666  0.346  -0.229
C  2.655  -3.773  -0.436  -0.055
C  1.649  -4.603  -0.896  -0.086
C  0.328  -4.327  -0.585  -0.083
C  0.018  -3.225  0.195  -0.062
C  1.026  -2.400  0.663  -0.028
C  2.716  0.313  -0.337  -0.200
C  2.459  -0.320  -1.655  0.014
C  -0.310  1.320  -0.319  0.007
C  -1.479  0.595  -0.270  -0.181
S  -1.997  -0.089  1.299  0.685
O  -2.431  -1.445  1.146  -0.282
O  -0.949  0.164  2.250  -0.283
N  -3.345  0.869  1.609  -0.336
C  -2.978  2.179  2.089  -0.101
C  -4.401  0.220  2.352  -0.096
H  -3.782  -1.030  -3.096  0.100
H  -4.677  0.469  -2.710  0.098
H  -5.120  -1.067  -1.923  0.098
H  -2.486  0.934  -3.474  0.108
H  -0.420  2.207  -3.569  0.119
H  1.195  3.446  -2.302  0.155
H  3.850  2.614  3.121  0.079
H  3.454  3.699  1.764  0.074
H  2.167  3.013  2.766  0.082
H  3.641  -1.952  1.911  0.136
H  4.386  -1.983  0.300  0.130
H  3.685  -3.989  -0.684  0.110
H  1.897  -5.463  -1.501  0.101
H  -0.458  -4.972  -0.948  0.101
H  -1.006  -2.997  0.447  0.080
H  0.771  -1.549  1.278  0.106
H  3.214  -1.073  -1.874  0.089
H  1.483  -0.808  -1.663  0.089
H  2.475  0.434  -2.437  0.086
H  0.255  1.421  0.592  0.117
H  -3.855  2.826  2.070  0.095
H  -2.219  2.584  1.423  0.081
H  -2.572  2.144  3.106  0.093
H  -4.469  -0.800  1.983  0.077
H  -4.199  0.203  3.429  0.095
H  -5.341  0.741  2.168  0.092

C3H2ClNO | ωB97M-V/def2-TZVPD

Properties
DFT total energy: -705.3952 Ha
LUMO (spin up / spin down): -1.414 / -1.415 eV
Molecular weight: 103.51 g/mol

Each line ends with the Löwdin charge.
Cartesian coordinates (Å):
C  -0.060  1.146  -0.123  -0.019
C  0.500  -0.023  -0.847  -0.012
C  -0.543  0.245  0.746  -0.769
N  0.089  -0.895  0.026  -0.048
O  0.372  -2.627  0.282  -0.261
Cl  -1.455  0.182  2.061  0.879
H  0.078  2.109  -0.237  0.048
H  1.018  -0.139  -1.907  0.181

C15H8I2MnNO7S2 | ωB97M-V/def2-TZVPD

Properties
DFT total energy: -3700.5945 Ha
Multiplicity: 2
Total charge: -1
LUMO (spin up / spin down): 2.195 / 2.195 eV
Molecular weight: 687.11 g/mol

Each line ends with the Mulliken spin population.
Cartesian coordinates (Å):
Mn  0.270  0.975  0.370  0.995
I  4.778  -0.277  2.665  0.000
C  2.810  -0.790  3.108  -0.001
C  2.532  -1.677  4.150  0.000
C  1.246  -2.034  4.472  -0.002
I  0.940  -3.384  6.046  0.000
C  0.151  -1.504  3.747  -0.002
C  -1.216  -1.798  3.961  0.002
C  -2.164  -1.218  3.164  0.000
C  -1.780  -0.336  2.145  0.003
N  -0.520  -0.028  1.934  -0.007
C  0.443  -0.605  2.701  0.009
C  1.792  -0.222  2.337  -0.013
O  1.955  0.612  1.386  0.009
H  3.359  -2.092  4.711  0.000
H  -1.498  -2.488  4.745  0.000
H  -3.214  -1.439  3.298  0.000
H  -2.502  0.115  1.478  -0.005
O  -1.385  2.354  -0.661  0.002
S  -0.384  2.839  -1.621  0.000
O  1.032  2.241  -1.059  0.000
O  1.033  2.927  0.238  0.010
C  -0.459  1.763  -3.077  -0.005
C  -0.393  2.503  -4.249  0.000
C  -0.452  1.889  -5.492  0.000
C  -0.582  0.514  -5.553  0.000
C  -0.647  -0.233  -4.383  -0.001
C  -0.586  0.367  -3.134  0.005
S  -0.628  -0.769  -1.720  -0.008
O  -1.664  -0.275  -0.833  0.009
O  -0.884  -2.066  -2.295  0.003
O  0.691  -0.627  -1.077  -0.006
H  -0.297  3.581  -4.179  0.000
H  -0.397  2.484  -6.394  0.000
H  -0.633  0.009  -6.509  0.000
H  -0.744  -1.309  -4.419  0.000